(1)
25
Properties=species:S:1:pos:R:3:forces:R:3:nbo_charge:R:1 method="wB97M-V/def2-TZVPD" e_tot_ev=-18353.295 lumo_energy_ev=-3.606 homo_lumo_gap_ha=0.339 largest_force_ev_per_a=6.411 total_charge=+1 multiplicity=1 e_above_lowest_ev=1.2747
H 3.1797 1.6212 0.1279 0.92 -0.21 -0.30 0.249
C -1.3390 -2.7533 -0.4357 1.73 0.02 1.37 -1.121
C 2.3616 0.9728 0.3272 -0.70 2.02 1.07 -0.016
H 2.1693 -0.2828 -1.3529 -0.37 0.30 0.47 0.451
C 0.4115 -0.3145 0.2184 2.85 0.76 -3.85 0.094
H -0.9740 -2.9762 0.6800 -1.02 0.62 -2.36 0.263
C -0.4683 -0.4648 -2.6020 1.51 0.95 2.02 -1.078
H 0.3225 -1.2151 -2.7102 0.33 0.17 0.02 0.230
H 2.4907 2.9098 2.1564 1.49 1.68 -0.64 0.240
H -2.7225 1.0440 -0.9634 0.20 -0.83 1.15 0.263
H -0.6608 -3.3690 -1.0850 -0.83 0.46 0.46 0.263
C 1.8795 2.1661 2.5182 -2.61 -2.41 0.69 -0.632
Si -1.1890 -0.9099 -0.8457 0.77 0.53 0.19 1.558
H -0.0191 0.5859 -2.7900 -0.88 -1.70 0.68 0.260
H -2.5289 0.5926 0.8336 -0.35 -0.60 -1.38 0.248
C -2.6605 0.1806 -0.2191 -0.07 0.43 -0.81 -1.117
H 2.3598 1.5999 3.3387 -0.23 0.47 -0.32 0.241
H -1.0850 -0.6953 -3.3998 -1.67 -0.28 -1.53 0.253
N 0.4179 0.4226 1.3037 2.49 0.42 -1.39 -0.475
H 0.9318 2.6211 2.8647 0.63 -0.06 0.16 0.231
H -0.1566 0.2352 2.0769 -1.29 0.09 0.98 0.450
N 1.7951 0.1439 -0.5035 -5.36 -3.37 0.99 -0.493
H -3.6606 -0.3397 -0.3555 1.26 0.41 0.51 0.272
H -2.3808 -3.0132 -0.5529 -0.18 -0.53 0.01 0.256
C 1.5257 1.2380 1.3701 1.38 0.65 1.81 0.109


(2)
26
Properties=species:S:1:pos:R:3:forces:R:3:nbo_charge:R:1 method="wB97M-V/def2-TZVPD" e_tot_ev=-14015.405 lumo_energy_ev=0.325 homo_lumo_gap_ha=0.310 largest_force_ev_per_a=4.270 multiplicity=1 e_above_lowest_ev=3.7521
N 1.6865 0.1167 1.2752 -2.09 -0.03 2.31 -0.585
H 0.6372 -2.3168 1.8083 0.32 -0.72 -1.27 0.259
H 1.7131 -2.8251 0.3987 -0.87 -0.70 0.58 0.240
N 2.2150 0.4042 0.1865 -1.54 -1.77 -3.56 0.011
H 1.7041 -0.2332 -0.7172 1.91 1.19 2.56 0.395
H -3.6641 1.8921 -1.3997 -0.01 -0.25 0.67 0.212
H 0.0958 -3.7181 0.8801 0.20 -0.20 -0.46 0.241
N 3.0097 1.3183 -0.0488 0.04 1.15 2.25 -0.327
H -3.9993 2.4780 0.2759 -0.42 0.50 0.10 0.216
H 3.5188 0.4019 -1.8401 0.17 -0.16 -0.01 0.171
H 3.3041 2.1400 -1.8497 0.92 0.05 -0.10 0.196
H 1.8192 0.8745 1.9883 0.57 -0.79 -0.93 0.332
C 0.6590 -2.7950 0.7679 1.08 1.39 1.70 -0.723
C -3.3162 1.9419 -0.3495 0.11 -1.10 -0.76 -0.600
O 0.4811 -1.3681 -1.1048 1.62 0.81 -1.83 -0.628
H 4.6822 1.3678 -0.9487 2.74 0.49 -0.21 0.209
H -3.8264 -0.1668 0.4531 1.07 1.92 -0.38 0.210
C 3.7041 1.3078 -1.2476 -2.68 -0.10 -2.35 -0.435
H -2.7817 0.8728 1.3762 0.53 0.02 0.35 0.230
C 0.0006 -1.7866 -0.0873 -2.12 -0.83 0.63 0.610
C -2.9566 0.6411 0.3352 -2.99 -2.99 0.30 -0.454
H -2.3656 2.4108 -0.3613 0.77 1.26 -0.18 0.207
H -1.2351 0.2242 -1.0038 -0.29 0.31 -0.41 0.205
C -1.8755 -0.1891 -0.2316 2.54 -0.55 0.13 -0.044
H -1.8695 -1.6656 1.1648 0.34 -0.70 0.11 0.198
C -1.3404 -1.3274 0.2799 -1.91 1.79 0.76 -0.349


(3)
30
Properties=species:S:1:pos:R:3:forces:R:3:nbo_charge:R:1 method="wB97M-V/def2-TZVPD" e_tot_ev=-39780.180 lumo_energy_ev="0.040 / -0.486" homo_lumo_gap_ha="0.300 / 0.255" largest_force_ev_per_a=5.065 multiplicity=1 e_above_lowest_ev=5.2586
C -0.6306 2.4402 0.2784 0.33 -0.88 -1.98 -0.398
H 1.4837 0.5917 -1.1126 1.31 1.83 -0.51 0.269
H 3.1831 0.6915 -0.9117 -0.08 1.36 -0.31 0.244
H -3.2976 0.5108 -1.5910 -2.81 1.25 0.25 0.364
H 2.2666 2.1637 -1.6876 0.30 0.76 -0.87 0.235
C 2.3381 1.4287 -0.9395 -2.60 -4.11 1.39 -0.726
H 1.6901 -2.2152 0.3124 1.33 0.42 0.70 0.221
O -2.1582 0.4124 0.6225 -0.23 1.97 0.75 -0.714
H -0.6901 3.5387 0.1138 -0.05 -0.93 0.61 0.232
C -1.5559 0.4341 -0.6625 1.14 -2.07 -0.61 0.614
C 0.7890 -2.4153 -0.1904 -0.47 -0.07 -2.02 -0.481
H -1.3491 2.1202 -1.7084 -0.56 1.03 -0.92 0.393
H 2.1496 2.8021 0.8150 -0.04 0.26 0.18 0.208
S 2.1235 0.5005 1.5563 0.14 1.13 0.83 0.088
H 0.9966 -4.4558 -0.6633 -0.55 -0.68 0.18 0.228
S -1.6359 1.6612 1.5614 -0.61 0.07 -0.26 2.310
H -0.7195 -3.9810 0.1209 1.63 -0.37 -0.91 0.212
H 0.7216 -4.0742 1.1442 -0.14 -0.26 -1.66 0.208
H -0.8599 -1.4662 1.0891 0.57 -0.13 0.29 0.194
O -0.8623 1.0390 2.5642 1.34 -0.46 0.89 -0.941
C -0.2439 -1.4546 0.1825 -2.27 2.07 -0.98 0.157
N -0.5620 -0.6221 -0.7485 1.48 -0.56 0.79 -0.488
C 1.9437 1.8189 0.4416 -0.11 -0.04 -0.17 -0.240
O -2.7412 2.4257 2.0634 0.03 0.14 -1.01 -0.907
H 2.2267 1.3420 2.6273 -0.18 -0.76 -0.26 0.150
C 0.4203 -3.8794 0.0523 -0.96 0.86 2.39 -0.609
N -2.4803 0.0210 -1.6585 2.48 -1.06 -0.08 -0.806
H -2.5624 -0.9683 -1.4435 -0.75 0.12 -0.65 0.380
N -0.9000 1.6797 -0.9541 0.06 0.23 2.86 -0.632
H 0.9164 -2.0899 -1.2739 0.28 -1.11 1.11 0.233


(4)
26
Properties=species:S:1:pos:R:3:forces:R:3:nbo_charge:R:1 method="wB97M-V/def2-TZVPD" e_tot_ev=-13448.263 lumo_energy_ev="-2.483 / -6.184" s_squared=2.0102 homo_lumo_gap_ha="0.243 / 0.271" largest_force_ev_per_a=10.003 total_charge=+1 multiplicity=3 e_above_lowest_ev=5.8299
H -2.6729 2.1685 -0.3744 -0.47 0.74 -0.71 0.231
C 0.9984 -0.8018 -1.8880 2.38 3.29 -2.58 -0.440
H 1.6483 -1.6756 2.3190 1.34 -1.75 1.39 0.230
H -1.1808 -2.2229 0.2191 -1.05 1.37 -2.45 0.248
H 0.3379 2.6228 0.6826 -0.41 3.88 1.76 0.421
N 0.7291 -0.2468 -0.5510 -1.20 -0.43 0.88 -0.197
N 2.5176 1.6728 -0.2442 2.00 -0.02 -0.54 -0.637
H -0.0739 -1.0229 2.1201 2.07 -0.58 -0.60 0.185
C -1.6100 -1.3684 -0.5432 0.75 -0.44 1.00 -0.718
C 1.3713 1.2884 -0.1829 -3.69 -2.35 -0.24 0.619
N 0.1826 1.7560 0.3527 -1.21 -3.55 -1.84 -0.541
C -1.1195 0.9912 0.2806 2.51 8.40 4.82 0.119
H -2.3937 2.3221 1.3027 0.15 1.74 2.16 0.248
H 0.6465 -1.8294 -2.0360 0.24 0.44 0.19 0.250
H 3.4003 1.2017 -0.5850 -1.90 0.54 0.59 0.441
H -2.6444 -1.1905 -0.1999 0.55 0.12 0.05 0.261
H 1.4936 -1.9840 0.3039 -0.25 -1.72 -1.77 0.380
C -2.3874 1.6590 0.5279 -1.50 -3.05 -2.15 -0.660
N 1.4223 -1.0186 0.4244 0.99 0.29 2.28 -0.478
C -0.7512 -0.1503 -0.2951 2.03 -7.59 -4.79 0.232
H 0.5866 -0.0202 -2.6872 0.24 -1.99 1.78 0.253
C 1.0815 -0.9506 1.8779 -4.15 3.83 -1.69 -0.418
H -1.7467 -1.5696 -1.6698 0.69 -0.44 1.77 0.265
H 2.1481 -0.6053 -2.0795 -2.10 -1.21 0.56 0.248
H 1.2595 0.0677 2.2532 0.63 -0.46 0.09 0.210
H -3.2431 0.9065 0.6720 1.38 0.92 0.04 0.248


(5)
24
Properties=species:S:1:pos:R:3:forces:R:3:nbo_charge:R:1 method="wB97M-V/def2-TZVPD" e_tot_ev=-11038.601 lumo_energy_ev=0.870 homo_lumo_gap_ha=0.313 largest_force_ev_per_a=2.154 multiplicity=1 e_above_lowest_ev=2.0739
H -1.2687 0.4057 3.0128 -0.04 0.04 -0.10 0.197
O 1.0927 -0.3977 -2.4945 0.07 0.90 0.00 -0.691
N 1.9276 0.9143 -0.1528 0.40 1.10 0.02 -0.840
C 1.4818 -1.0835 -1.3749 -0.15 0.24 0.68 0.048
H -3.1575 -0.4559 -0.5409 0.08 -0.10 0.00 0.210
C -1.4588 0.6520 1.9728 -0.17 -0.52 -0.50 -0.430
C 1.8365 -0.4669 -0.2353 -0.23 -2.11 -0.37 0.068
H -1.3220 1.6865 1.6772 -0.02 -0.06 -0.03 0.194
C 2.1309 -1.2675 1.0032 0.11 0.00 -0.01 -0.637
H 1.4225 -2.1535 -1.5144 0.04 0.03 0.25 0.183
H -1.9396 -1.3150 1.4818 -0.02 0.07 -0.03 0.193
H 1.6578 -2.2548 0.9721 0.12 0.22 -0.07 0.226
H -2.6451 1.9730 -0.4909 0.12 -0.03 -0.04 0.205
H -1.4822 -0.8276 -0.9131 -0.07 -0.05 0.05 0.221
C -1.8348 -0.2979 1.1068 0.25 0.51 0.40 -0.153
C -2.1251 -0.1334 -0.3606 0.05 0.07 0.00 -0.447
H 2.3510 1.2206 0.7225 -0.23 -0.02 -0.43 0.382
H 3.2116 -1.4050 1.1130 -0.05 0.02 0.16 0.210
C -1.9451 1.2625 -0.9426 0.00 0.10 0.02 -0.616
H 0.9282 0.5148 -2.1870 -0.12 -0.40 -0.44 0.472
H -2.1345 1.2460 -2.0209 0.00 0.00 0.15 0.213
H 2.4436 1.3043 -0.9406 -0.05 0.08 0.33 0.372
H 1.7565 -0.7555 1.8963 0.00 -0.03 -0.10 0.213
H -0.9272 1.6345 -0.7899 -0.08 -0.03 0.07 0.209


(6)
24
Properties=species:S:1:pos:R:3:forces:R:3:nbo_charge:R:1 method="wB97M-V/def2-TZVPD" e_tot_ev=-11036.578 lumo_energy_ev=0.987 homo_lumo_gap_ha=0.363 largest_force_ev_per_a=4.853 multiplicity=1 e_above_lowest_ev=4.0967
C -0.8366 1.2240 -0.2531 2.25 -0.19 0.29 -0.340
H -1.9253 1.1903 -0.1652 0.22 -0.80 0.29 0.216
H -0.4483 3.2870 0.3146 -0.13 -0.02 0.04 0.209
H 0.7845 2.1608 0.8442 -0.07 0.01 0.07 0.205
C 1.3478 -1.6655 1.5267 -0.50 -0.29 -0.16 -0.400
C -0.2942 2.2753 0.7027 0.07 0.23 0.01 -0.623
O -1.2557 -1.4321 -0.9796 0.12 1.24 0.55 -0.643
C 1.6681 -1.3329 -0.9179 0.01 0.33 -0.17 -0.662
H 0.5885 1.3414 -1.8851 -0.10 -0.03 -0.05 0.199
H 1.1183 -1.8607 -1.6996 -0.04 0.06 0.11 0.248
C 0.8743 -1.2603 0.3477 -1.63 -1.09 0.00 -0.084
C -0.8267 -1.0181 0.0914 2.56 -4.11 0.30 0.625
N -1.4989 -1.1129 1.3267 -0.43 1.31 0.01 -0.902
H -0.0049 0.2169 0.0965 -2.95 2.88 -0.75 0.304
H -2.4915 -0.9337 1.2220 0.13 -0.30 -0.02 0.384
H -1.3135 -1.9483 1.8675 0.18 0.14 -0.35 0.398
H 2.6373 -1.8154 -0.7685 -0.14 0.03 0.11 0.218
H -0.7909 2.1964 1.6717 0.17 0.02 0.01 0.218
C -0.4852 1.4517 -1.7116 0.10 0.01 -0.20 -0.630
H 2.3185 -2.1449 1.6206 0.13 0.41 -0.13 0.202
H -1.0315 0.7512 -2.3473 0.22 -0.04 0.04 0.236
H 1.8613 -0.3194 -1.2829 0.04 -0.10 -0.12 0.214
H 0.7436 -1.7127 2.4240 -0.06 0.26 -0.02 0.199
H -0.7390 2.4618 -2.0454 -0.16 0.02 0.16 0.209


Copy entry 4 word for word.
26
Properties=species:S:1:pos:R:3:forces:R:3:nbo_charge:R:1 method="wB97M-V/def2-TZVPD" e_tot_ev=-13448.263 lumo_energy_ev="-2.483 / -6.184" s_squared=2.0102 homo_lumo_gap_ha="0.243 / 0.271" largest_force_ev_per_a=10.003 total_charge=+1 multiplicity=3 e_above_lowest_ev=5.8299
H -2.6729 2.1685 -0.3744 -0.47 0.74 -0.71 0.231
C 0.9984 -0.8018 -1.8880 2.38 3.29 -2.58 -0.440
H 1.6483 -1.6756 2.3190 1.34 -1.75 1.39 0.230
H -1.1808 -2.2229 0.2191 -1.05 1.37 -2.45 0.248
H 0.3379 2.6228 0.6826 -0.41 3.88 1.76 0.421
N 0.7291 -0.2468 -0.5510 -1.20 -0.43 0.88 -0.197
N 2.5176 1.6728 -0.2442 2.00 -0.02 -0.54 -0.637
H -0.0739 -1.0229 2.1201 2.07 -0.58 -0.60 0.185
C -1.6100 -1.3684 -0.5432 0.75 -0.44 1.00 -0.718
C 1.3713 1.2884 -0.1829 -3.69 -2.35 -0.24 0.619
N 0.1826 1.7560 0.3527 -1.21 -3.55 -1.84 -0.541
C -1.1195 0.9912 0.2806 2.51 8.40 4.82 0.119
H -2.3937 2.3221 1.3027 0.15 1.74 2.16 0.248
H 0.6465 -1.8294 -2.0360 0.24 0.44 0.19 0.250
H 3.4003 1.2017 -0.5850 -1.90 0.54 0.59 0.441
H -2.6444 -1.1905 -0.1999 0.55 0.12 0.05 0.261
H 1.4936 -1.9840 0.3039 -0.25 -1.72 -1.77 0.380
C -2.3874 1.6590 0.5279 -1.50 -3.05 -2.15 -0.660
N 1.4223 -1.0186 0.4244 0.99 0.29 2.28 -0.478
C -0.7512 -0.1503 -0.2951 2.03 -7.59 -4.79 0.232
H 0.5866 -0.0202 -2.6872 0.24 -1.99 1.78 0.253
C 1.0815 -0.9506 1.8779 -4.15 3.83 -1.69 -0.418
H -1.7467 -1.5696 -1.6698 0.69 -0.44 1.77 0.265
H 2.1481 -0.6053 -2.0795 -2.10 -1.21 0.56 0.248
H 1.2595 0.0677 2.2532 0.63 -0.46 0.09 0.210
H -3.2431 0.9065 0.6720 1.38 0.92 0.04 0.248